No. 1
ORCA calculation (ωB97M-V with the def2-TZVPD basis set) on C19H17BeN3O3S4 as an isolated structure.

Element x y z (Å)
Be (-1.120, 0.374, 0.506)
C (3.348, -1.138, 0.076)
N (2.185, -0.290, 0.259)
C (2.253, 0.952, -0.001)
C (1.203, 1.930, 0.107)
C (1.458, 3.296, -0.048)
C (0.256, 3.972, 0.149)
C (-0.691, 2.993, 0.402)
N (-0.155, 1.756, 0.390)
C (3.360, -2.177, 1.174)
C (2.804, -3.433, 0.963)
C (2.693, -4.338, 2.010)
C (3.131, -3.990, 3.280)
C (3.688, -2.738, 3.500)
C (3.796, -1.838, 2.451)
H (4.282, -0.555, 0.081)
H (3.268, -1.632, -0.898)
H (3.206, 1.381, -0.345)
H (2.420, 3.732, -0.279)
H (0.079, 5.035, 0.112)
H (-1.745, 3.113, 0.605)
H (2.427, -3.692, -0.020)
H (2.252, -5.311, 1.833)
H (3.016, -4.683, 4.104)
H (4.008, -2.452, 4.494)
H (4.208, -0.851, 2.633)
S (-3.979, -2.189, -0.834)
C (-2.873, -0.988, -0.528)
S (-3.223, 0.423, 0.417)
S (-1.228, -1.047, -1.072)
N (-0.697, -0.638, 1.950)
C (-0.669, -0.284, 3.337)
C (-1.373, -1.042, 4.265)
C (-1.301, -0.735, 5.616)
C (-0.529, 0.333, 6.042)
C (0.164, 1.099, 5.118)
C (0.094, 0.797, 3.766)
S (-0.274, 0.616, 7.803)
O (1.071, 0.083, 8.023)
O (-0.370, 2.060, 7.990)
O (-1.325, -0.145, 8.471)
H (-1.172, -1.529, 1.841)
H (0.263, -0.762, 1.579)
H (-1.964, -1.886, 3.925)
H (-1.820, -1.314, 6.369)
H (0.759, 1.927, 5.484)
H (0.635, 1.385, 3.032)

For the HOMO-LUMO gap, the calculation gives 0.2501 Eh. Its charge is -2. The calculation puts the HOMO energy at -2.40 eV.

Löwdin atomic charge list, values in e, 6 entries: -0.247 -0.204 0.036 -0.134 -0.288 -0.091


No. 2
ORCA calculation (ωB97M-V with the def2-TZVPD basis set) on a 2-piece molecular cluster, C9H9IN3OP overall.

Element x y z (Å)
C (-0.726, 3.220, 1.277)
C (-0.497, 2.593, 0.065)
C (-0.625, 2.464, 2.437)
C (-0.129, 0.581, 1.278)
C (-0.176, 1.241, 0.054)
C (-0.857, -0.631, -1.482)
C (-0.110, -1.776, -1.563)
C (-0.652, -3.122, -1.536)
C (0.087, 0.505, -1.242)
N (-0.344, 1.173, 2.434)
N (1.358, -0.212, -1.315)
N (1.232, -1.526, -1.485)
O (-0.105, -4.079, -1.037)
P (1.600, -3.305, 0.498)
I (3.044, -1.711, 1.637)
H (-0.978, 4.267, 1.323)
H (-0.573, 3.141, -0.864)
H (-0.783, 2.906, 3.410)
H (0.090, -0.478, 1.325)
H (-1.923, -0.545, -1.485)
H (-1.679, -3.212, -1.933)
H (0.064, 1.243, -2.061)
H (2.221, 0.139, -0.930)
H (0.461, -2.875, 1.197)

For the HOMO-LUMO gap (spin up / spin down), the calculation gives 0.2450 / 0.2673 Eh. Its charge is 0. The calculation puts the HOMO energy (spin up / spin down) at -7.32 / -7.83 eV. Its energy above the lowest of the compared OMol25 structures with the same formula, charge and spin is 100.95 kJ/mol.

Löwdin atomic charge list, values in e, 6 entries: -0.056 -0.026 -0.144 -0.116 -0.163 0.051


No. 3
ORCA calculation (ωB97M-V with the def2-TZVPD basis set) on one molecule with the formula C2H5OP.

Element x y z (Å)
C (1.041, 0.725, 0.534)
P (-0.635, 0.980, -0.261)
C (-0.955, -0.801, -0.712)
O (-1.494, -0.245, 0.476)
H (1.403, 1.659, 0.959)
H (1.759, 0.389, -0.212)
H (0.952, -0.019, 1.322)
H (-1.717, -0.918, -1.482)
H (-0.355, -1.770, -0.623)

For the HOMO-LUMO gap, the calculation gives 0.3823 Eh. Its charge is 0. The calculation puts the HOMO energy at -9.44 eV. Its energy above the lowest of the compared OMol25 structures with the same formula, charge and spin is 80.01 kJ/mol.

Löwdin atomic charge list, values in e, 6 entries: -0.316 0.909 -0.375 -0.439 0.014 0.025


No. 4
ORCA calculation (ωB97M-V with the def2-TZVPD basis set) on C59H55BrCuN5O3P2S as an isolated structure.

Element x y z (Å)
Cu (-0.295, -0.298, -0.247)
Br (-4.296, 3.248, 8.262)
C (-4.073, 1.532, 7.460)
C (-5.190, 0.792, 7.118)
C (-5.029, -0.479, 6.589)
C (-3.757, -1.020, 6.382)
C (-2.640, -0.239, 6.726)
C (-2.797, 1.024, 7.272)
N (-3.648, -2.394, 6.119)
N (-2.722, -2.967, 5.486)
C (-1.917, -2.409, 4.513)
C (-0.617, -2.925, 4.472)
C (0.385, -2.338, 3.744)
C (0.122, -1.231, 2.905)
O (1.011, -0.550, 2.379)
C (-1.281, -0.928, 2.649)
N (-1.575, -0.195, 1.530)
C (-2.845, 0.093, 1.301)
C (-3.893, -0.325, 2.124)
C (-3.621, -1.117, 3.203)
C (-2.287, -1.446, 3.508)
H (-6.181, 1.194, 7.283)
H (-5.897, -1.079, 6.341)
H (-1.647, -0.653, 6.609)
H (-1.933, 1.608, 7.563)
H (-0.405, -3.750, 5.144)
H (1.408, -2.688, 3.814)
H (-3.036, 0.688, 0.419)
H (-4.910, -0.060, 1.865)
H (-4.431, -1.513, 3.799)
O (1.481, 1.224, 0.006)
P (1.727, 2.266, 1.051)
C (0.312, 3.147, 1.839)
P (-1.035, 3.459, 0.639)
O (-1.379, 2.330, -0.258)
C (-0.688, 4.956, -0.322)
C (-0.878, 4.829, -1.697)
C (-0.728, 5.931, -2.526)
C (-0.385, 7.161, -1.982)
C (-0.199, 7.289, -0.611)
C (-0.359, 6.193, 0.222)
C (-2.441, 3.954, 1.676)
C (-2.342, 4.391, 2.990)
C (-3.489, 4.695, 3.710)
C (-4.738, 4.574, 3.118)
C (-4.843, 4.153, 1.797)
C (-3.699, 3.839, 1.082)
C (3.074, 2.197, 2.285)
C (4.344, 1.904, 1.801)
C (5.419, 1.820, 2.677)
C (5.221, 2.002, 4.037)
C (3.955, 2.315, 4.520)
C (2.889, 2.433, 3.643)
C (2.399, 3.695, 0.100)
C (3.024, 4.776, 0.723)
C (3.518, 5.831, -0.029)
C (3.392, 5.815, -1.414)
C (2.780, 4.739, -2.041)
C (2.290, 3.680, -1.286)
H (0.697, 4.099, 2.213)
H (-0.112, 2.566, 2.654)
H (-1.139, 3.855, -2.098)
H (-0.884, 5.828, -3.593)
H (-0.260, 8.022, -2.628)
H (0.061, 8.254, -0.193)
H (-0.234, 6.308, 1.294)
H (-1.373, 4.496, 3.466)
H (-3.409, 5.029, 4.734)
H (-5.631, 4.804, 3.689)
H (-5.817, 4.067, 1.331)
H (-3.766, 3.482, 0.059)
H (4.472, 1.750, 0.735)
H (6.412, 1.612, 2.296)
H (6.054, 1.897, 4.722)
H (3.800, 2.458, 5.582)
H (1.902, 2.678, 4.019)
H (3.138, 4.790, 1.802)
H (4.009, 6.664, 0.461)
H (3.778, 6.640, -2.001)
H (2.686, 4.725, -3.120)
H (1.819, 2.826, -1.765)
C (2.690, -6.204, -1.036)
C (2.476, -4.755, -0.668)
C (3.552, -3.950, -0.320)
C (3.323, -2.622, 0.033)
C (4.450, -1.719, 0.469)
C (2.038, -2.115, -0.002)
C (0.913, -2.876, -0.395)
C (1.189, -4.233, -0.692)
N (-0.336, -2.278, -0.398)
C (-1.465, -2.929, -1.086)
C (-1.144, -3.391, -2.525)
C (-2.365, -4.070, -3.155)
C (-3.513, -3.066, -3.280)
C (-3.861, -2.557, -1.880)
C (-4.352, -3.722, -1.018)
C (-3.221, -4.744, -0.891)
C (-2.823, -5.247, -2.285)
C (-2.007, -4.093, -0.220)
C (-2.628, -1.929, -1.223)
H (3.723, -6.505, -0.860)
H (2.462, -6.368, -2.092)
H (2.033, -6.853, -0.451)
H (4.559, -4.357, -0.310)
H (5.396, -2.261, 0.528)
H (4.226, -1.291, 1.449)
H (4.560, -0.885, -0.230)
H (1.903, -1.074, 0.255)
H (0.394, -4.925, -0.926)
H (-0.297, -4.071, -2.557)
H (-0.866, -2.499, -3.095)
H (-2.093, -4.442, -4.148)
H (-4.385, -3.551, -3.733)
H (-3.217, -2.231, -3.922)
H (-4.647, -1.797, -1.952)
H (-5.237, -4.189, -1.467)
H (-4.636, -3.355, -0.026)
H (-3.559, -5.588, -0.280)
H (-3.681, -5.744, -2.755)
H (-2.018, -5.986, -2.197)
H (-1.241, -4.846, -0.042)
H (-2.279, -3.679, 0.758)
H (-2.902, -1.588, -0.228)
H (-2.285, -1.071, -1.806)
S (1.130, 1.117, -4.382)
C (0.431, 0.537, -3.046)
N (-0.129, 0.105, -2.113)

For the HOMO-LUMO gap (spin up / spin down), the calculation gives 0.2243 / 0.2192 Eh. Its charge is -1. As for the multiplicity: 2. As for the expectation value of S²: 0.756. The calculation puts the HOMO energy (spin up / spin down) at -4.24 / -4.12 eV. Its energy above the lowest of the compared OMol25 structures with the same formula, charge and spin is 39.49 kJ/mol.

Löwdin atomic charge list, values in e, 6 entries: 0.518 0.670 -0.704 -0.143 -0.042 -0.297